Density functional theory data (ωB97M-V/def2-TZVPD) for a 3-piece molecular cluster, C18H35BClO9PS2Si overall.

Output
LUMO (eV): 0.48
HOMO (Ha): -0.309
Multiplicity: 1
Total charge: 0
Max |F| (eV/A): 1.0
SMILES: CCOB(O)[Si@](Cl)(CC(=O)c1ccccc1)P(C)C.CCOS(C)(=O)=O.CCOS(C)(=O)=O

Each line ends with the Löwdin charge.
Positions of all 68 atoms, in Å:
1 C -1.41190 -2.82849 1.83614  -0.051
2 C -0.17848 -1.98576 2.13182  -0.237
3 O -0.47549 -0.60455 1.87640  0.010
4 B 0.55566 0.20840 1.51640  -0.709
5 O 0.38415 1.11214 0.48664  0.109
6 Si 2.34307 0.20357 2.50016  0.198
7 Cl 3.53746 -1.25865 1.61580  0.336
8 C 2.11258 -0.06850 4.37397  -0.209
9 C 2.26281 -1.45667 4.95004  -0.433
10 O 1.35132 -1.98438 5.55177  0.090
11 C 3.56140 -2.17557 4.77339  -0.213
12 C 3.54290 -3.49609 4.32975  -0.040
13 C 4.73999 -4.17379 4.13640  -0.071
14 C 5.95009 -3.53729 4.39516  -0.080
15 C 5.97073 -2.22542 4.85126  -0.072
16 C 4.77459 -1.53960 5.03293  -0.042
17 P 3.38597 2.12438 2.05737  0.720
18 C 2.12028 3.45447 2.30633  -0.342
19 C 4.67671 2.36529 3.35057  -0.340
20 H -1.43530 -3.68969 2.50664  0.078
21 H -1.40222 -3.21576 0.81776  0.077
22 H -2.31567 -2.24880 2.01170  0.080
23 H 0.12556 -2.12147 3.17415  0.108
24 H 0.65214 -2.32721 1.50925  0.106
25 H 1.25946 1.22629 0.09330  0.080
26 H 2.76966 0.61955 4.91224  0.070
27 H 1.08065 0.22484 4.58786  0.095
28 H 2.58524 -3.96686 4.14354  0.119
29 H 4.71953 -5.19116 3.76898  0.104
30 H 6.87511 -4.07611 4.23735  0.103
31 H 6.90651 -1.72334 5.05827  0.104
32 H 4.76409 -0.51136 5.37285  0.104
33 H 1.59271 3.57756 1.36309  0.021
34 H 2.64148 4.37697 2.55939  0.030
35 H 1.37853 3.24015 3.07707  0.035
36 H 4.60005 1.68271 4.19787  0.001
37 H 4.61168 3.38010 3.74525  0.034
38 H 5.65340 2.23776 2.88974  0.025
39 C -2.83724 0.52210 -0.13662  -0.058
40 C -3.06027 0.71196 -1.61938  -0.236
41 O -4.37223 1.26144 -1.92700  -0.268
42 S -4.62447 2.80595 -1.68127  0.559
43 C -6.14936 2.92007 -2.55038  -0.116
44 O -3.61934 3.56001 -2.37385  -0.284
45 O -4.85640 3.03125 -0.28931  -0.268
46 H -2.78024 1.47700 0.38407  0.083
47 H -1.90685 -0.01134 0.02633  0.058
48 H -3.65605 -0.04816 0.30405  0.092
49 H -2.28639 1.34560 -2.05416  0.109
50 H -3.03164 -0.24074 -2.14305  0.117
51 H -5.97397 2.71166 -3.60246  0.073
52 H -6.51241 3.93636 -2.41481  0.077
53 H -6.84618 2.20646 -2.12008  0.077
54 C -2.37333 -1.24138 -8.52354  -0.072
55 C -1.31939 -0.80546 -7.52774  -0.249
56 O -1.68587 0.40119 -6.81882  -0.264
57 S -2.74582 0.26653 -5.64193  0.569
58 C -2.49715 1.84796 -4.92902  -0.116
59 O -2.30136 -0.75772 -4.74224  -0.280
60 O -4.06303 0.19784 -6.19699  -0.274
61 H -3.28294 -1.56909 -8.02320  0.072
62 H -1.98972 -2.06951 -9.12003  0.081
63 H -2.63546 -0.41817 -9.18767  0.085
64 H -1.09815 -1.59014 -6.80313  0.113
65 H -0.39092 -0.54921 -8.03359  0.121
66 H -1.48609 1.90471 -4.53567  0.085
67 H -3.22174 1.95836 -4.12817  0.033
68 H -2.66240 2.60676 -5.68893  0.085

***

Density functional theory data (ωB97M-V/def2-TZVPD) for a 2-piece molecular cluster, C24H29F2N2 overall in a non-equilibrium geometry.

Output
LUMO (eV): -5.81
HOMO (Ha): -0.390
Multiplicity: 1
Total charge: +1
Max |F| (eV/A): 2.0

Each line ends with the Löwdin charge.
Positions of all 57 atoms, in Å:
1 C 0.27177 0.94005 -5.62944  -0.091
2 N 0.64175 0.94490 -4.23850  -0.241
3 C -0.39848 0.44868 -3.37707  -0.194
4 C -0.01354 0.79128 -1.94790  -0.164
5 N 1.22494 0.10094 -1.63863  -0.100
6 C 1.56648 0.02590 -0.27105  -0.239
7 C 1.23322 0.98251 0.63913  -0.044
8 C 2.06142 1.19029 1.85211  -0.190
9 C 2.44857 -0.13871 2.49936  -0.197
10 C 3.13681 -1.04089 1.47266  -0.176
11 C 2.36662 -1.19439 0.15065  -0.115
12 C 2.31860 0.48912 -2.52935  -0.135
13 C 1.93099 0.35118 -3.99128  -0.185
14 H 1.03720 1.46560 -6.20945  0.090
15 H 0.16248 -0.07939 -6.03866  0.092
16 H -0.68483 1.46087 -5.74297  0.088
17 H -1.34222 0.94646 -3.64477  0.127
18 H -0.54452 -0.64841 -3.46831  0.126
19 H 0.11513 1.88953 -1.89385  0.136
20 H -0.80667 0.46678 -1.25882  0.094
21 H 0.48941 1.74818 0.41215  0.108
22 H 3.00156 1.69296 1.56628  0.129
23 H 1.54197 1.86031 2.54362  0.110
24 H 3.11617 0.02849 3.35285  0.119
25 H 1.54866 -0.62092 2.89486  0.073
26 H 4.13049 -0.62532 1.25759  0.121
27 H 3.30606 -2.03583 1.89907  0.113
28 H 1.65247 -2.03479 0.25293  0.109
29 H 3.04234 -1.49552 -0.66251  0.113
30 H 2.56619 1.55428 -2.35947  0.136
31 H 3.18938 -0.13516 -2.30146  0.121
32 H 1.95627 -0.71976 -4.27748  0.131
33 H 2.66294 0.89954 -4.59915  0.131
34 F -2.18337 1.74632 6.72608  0.083
35 C -1.98881 1.07655 5.54580  -0.201
36 C -1.13815 -0.02894 5.53004  0.032
37 C -0.87936 -0.63394 4.30918  0.013
38 C -1.42752 -0.13485 3.08224  -0.179
39 C -1.05160 -0.77877 1.86618  0.110
40 C -1.82004 -0.98829 0.68747  -0.193
41 C -1.49162 -2.12448 -0.12238  0.021
42 C -2.08723 -2.34074 -1.35471  0.029
43 C -3.01541 -1.40007 -1.80047  -0.213
44 F -3.45901 -1.47521 -3.09889  0.078
45 C -3.44695 -0.32769 -1.02556  0.028
46 C -2.88176 -0.15495 0.23189  0.015
47 C -2.30279 0.98273 3.17766  0.019
48 C -2.59569 1.57965 4.39747  0.034
49 H -0.70331 -0.40145 6.45563  0.137
50 H -0.24654 -1.52466 4.27676  0.131
51 H -0.13075 -1.36330 1.91623  0.113
52 H -0.76098 -2.84487 0.25468  0.129
53 H -1.85153 -3.21287 -1.96386  0.140
54 H -4.21933 0.35082 -1.38680  0.140
55 H -3.24636 0.64898 0.85818  0.098
56 H -2.72152 1.41674 2.27697  0.100
57 H -3.28000 2.42455 4.44707  0.137

***

Density functional theory data (ωB97M-V/def2-TZVPD) for a 7-piece molecular cluster, C31H44F24O7 overall in a non-equilibrium geometry.

Output
LUMO (eV): 0.34
HOMO (Ha): -0.335
Multiplicity: 1
Total charge: 0
Max |F| (eV/A): 1.3
SMILES: FC(F)C(F)(F)COC(F)(F)C(F)F.FC(F)C(F)(F)COC(F)(F)C(F)F.FC(F)C(F)(F)COC(F)(F)C(F)F.C1CCOC1.C1CCOC1.C1CCOC1.C1CCOC1

Each line ends with the Löwdin charge.
Positions of all 106 atoms, in Å:
1 F -0.55162 -3.58187 -0.83874  0.100
2 C 0.53960 -3.42454 -0.06385  -0.297
3 F 1.58429 -3.11841 -0.86118  0.105
4 C 0.27833 -2.32958 0.97920  -0.449
5 F 1.39542 -2.18200 1.72895  0.136
6 F -0.69704 -2.82659 1.77669  0.117
7 C -0.16260 -1.00592 0.40340  -0.047
8 O 0.95706 -0.41758 -0.22637  0.063
9 C 0.77550 0.83478 -0.65937  -0.548
10 F -0.19066 0.88866 -1.61859  0.141
11 F 0.35857 1.66881 0.32544  0.132
12 C 2.11373 1.34144 -1.19557  -0.284
13 F 2.49336 0.56309 -2.23468  0.101
14 F 1.99780 2.60965 -1.62989  0.114
15 H 0.74820 -4.34490 0.49294  0.164
16 H -0.59593 -0.43146 1.22616  0.141
17 H -0.96908 -1.19308 -0.31165  0.138
18 H 2.86819 1.28566 -0.40660  0.166
19 F 6.42998 1.48974 -0.16771  0.084
20 C 7.45237 0.60843 -0.02807  -0.294
21 F 7.20637 -0.15340 1.06299  0.095
22 C 7.49758 -0.26637 -1.28391  -0.466
23 F 8.48475 -1.17221 -1.16638  0.143
24 F 7.79324 0.56218 -2.31332  0.133
25 C 6.17348 -0.95963 -1.52522  -0.043
26 O 6.29526 -1.66960 -2.76563  0.063
27 C 5.16096 -1.77384 -3.48777  -0.578
28 F 4.70292 -0.55638 -3.85405  0.148
29 F 5.48228 -2.46046 -4.59569  0.171
30 C 4.03209 -2.47832 -2.73287  -0.313
31 F 2.97787 -2.67273 -3.54164  0.114
32 F 4.43583 -3.66173 -2.19929  0.099
33 H 8.38381 1.16053 0.11254  0.175
34 H 5.37019 -0.22804 -1.56768  0.137
35 H 6.00868 -1.69332 -0.73379  0.156
36 H 3.70682 -1.85902 -1.88734  0.150
37 F 2.46289 7.48668 4.49198  0.099
38 C 1.36809 8.19206 4.11784  -0.308
39 F 1.57188 9.49766 4.36073  0.112
40 C 1.09788 7.95773 2.63812  -0.461
41 F 2.15212 8.34230 1.88400  0.142
42 F 0.03737 8.72952 2.29244  0.121
43 C 0.73175 6.53304 2.29280  -0.053
44 O 1.82698 5.66602 2.54217  0.049
45 C 1.64195 4.39420 2.12881  -0.557
46 F 0.49586 3.86926 2.61172  0.148
47 F 1.56006 4.32945 0.77541  0.134
48 C 2.86935 3.59204 2.57464  -0.271
49 F 2.85893 3.42685 3.90212  0.126
50 F 2.81302 2.35696 1.99442  0.078
51 H 0.52371 7.82806 4.71104  0.175
52 H 0.48810 6.51543 1.22283  0.152
53 H -0.19234 6.19499 2.76892  0.150
54 H 3.76897 4.09263 2.21551  0.179
55 C -2.04410 3.73181 0.26833  -0.158
56 C -3.35307 4.43351 -0.12039  -0.142
57 C -4.35884 3.89619 0.90288  -0.209
58 O -3.73850 2.86979 1.64522  -0.143
59 C -2.34135 3.13422 1.62884  -0.215
60 H -1.17498 4.38557 0.31146  0.097
61 H -1.84643 2.91915 -0.43135  0.099
62 H -3.59743 4.28480 -1.17044  0.108
63 H -3.25898 5.51854 -0.02346  0.105
64 H -5.31726 3.58345 0.48061  0.118
65 H -4.67932 4.69479 1.59205  0.115
66 H -1.77988 2.21856 1.81515  0.107
67 H -2.10901 3.83176 2.44830  0.115
68 C -4.66281 -1.67216 1.66736  -0.144
69 C -3.56257 -0.60433 1.63405  -0.162
70 C -3.64045 -0.18695 0.17599  -0.204
71 O -3.76396 -1.42641 -0.52937  -0.163
72 C -4.51675 -2.33562 0.27358  -0.171
73 H -5.62787 -1.19113 1.82522  0.110
74 H -4.50492 -2.39720 2.46590  0.108
75 H -2.59181 -1.01939 1.90391  0.089
76 H -3.75757 0.23857 2.29913  0.108
77 H -2.72991 0.28665 -0.20003  0.102
78 H -4.50108 0.45932 -0.02061  0.127
79 H -3.89955 -3.22624 0.40077  0.109
80 H -5.50502 -2.56269 -0.12519  0.117
81 C -1.98461 -2.61637 -4.98997  -0.152
82 C -2.66827 -2.36223 -3.64776  -0.170
83 C -2.55878 -0.85960 -3.51298  -0.199
84 O -2.79781 -0.35377 -4.83710  -0.146
85 C -2.31064 -1.31429 -5.77273  -0.201
86 H -2.44797 -3.44388 -5.52704  0.104
87 H -0.91033 -2.75875 -4.91401  0.104
88 H -2.16688 -2.86010 -2.81410  0.095
89 H -3.70111 -2.70772 -3.64413  0.117
90 H -1.53925 -0.54517 -3.25366  0.112
91 H -3.27047 -0.43390 -2.81196  0.106
92 H -1.40216 -0.90083 -6.23204  0.111
93 H -3.02606 -1.47376 -6.58089  0.110
94 C -1.48555 -7.13992 2.70862  -0.165
95 C -1.17326 -7.12960 1.21276  -0.157
96 C -2.46698 -6.58210 0.58114  -0.188
97 O -3.26369 -6.07250 1.65020  -0.143
98 C -2.47340 -5.99636 2.82796  -0.215
99 H -0.58081 -7.02162 3.30731  0.112
100 H -1.93780 -8.08301 3.01989  0.114
101 H -0.81234 -8.08973 0.84902  0.109
102 H -0.37011 -6.42113 0.98179  0.089
103 H -3.03475 -7.37945 0.09584  0.117
104 H -2.27335 -5.79347 -0.14832  0.103
105 H -3.12710 -6.05977 3.69811  0.120
106 H -1.96725 -5.02238 2.89914  0.109

***

Density functional theory data (ωB97M-V/def2-TZVPD) for CHgLiO3 as an isolated structure in a non-equilibrium geometry.

Output
LUMO (alpha / beta) (eV): -10.56 / -12.44
Expectation value of S²: 0.755
HOMO (alpha / beta) (Ha): -0.805 / -0.786
Multiplicity: 2
Total charge: +2
Max |F| (eV/A): 3.2

Each line ends with the Löwdin charge.
Positions of all 6 atoms, in Å:
1 Li 1.92326 -0.97769 -2.55712  0.882
2 O 1.67351 0.49145 -1.46399  -0.514
3 O -1.35271 -0.31857 1.39116  -0.047
4 O -0.78843 0.90279 1.31477  -0.206
5 C -2.11041 -1.18273 1.34277  0.434
6 Hg 0.65478 1.08474 -0.02760  1.452

***

Density functional theory data (ωB97M-V/def2-TZVPD) for a 2-piece molecular cluster, C2H4BrN overall in a non-equilibrium geometry.

Output
LUMO (alpha / beta) (eV): 1.00 / -2.75
Expectation value of S²: 2.009
HOMO (alpha / beta) (Ha): -0.245 / -0.391
Multiplicity: 3
Total charge: 0
Max |F| (eV/A): 4.0

Each line ends with the Löwdin charge.
Positions of all 8 atoms, in Å:
1 C -0.71864 0.13952 0.47994  -0.612
2 C 0.86912 -0.39523 -0.93170  -0.005
3 N -1.37246 1.16447 0.28451  0.082
4 Br -0.37665 -0.97796 2.12486  0.490
5 H 1.65576 0.05836 -0.32232  0.027
6 H 0.61848 -0.11726 -1.89826  -0.003
7 H 1.17091 -1.38328 -0.79751  -0.019
8 H -1.84651 1.51139 1.06048  0.041

***

Density functional theory data (ωB97M-V/def2-TZVPD) for a 11-piece molecular cluster, C21H55FNO14 overall in a non-equilibrium geometry.

Output
LUMO (eV): 1.89
HOMO (Ha): -0.173
Multiplicity: 1
Total charge: -1
Max |F| (eV/A): 5.1

Each line ends with the Löwdin charge.
Positions of all 92 atoms, in Å:
1 C 6.19242 0.10272 1.16575  0.053
2 C 6.13410 -0.02713 -0.05339  -0.129
3 C 5.64278 -0.41389 -1.51135  -0.117
4 C 4.22254 0.32045 -1.77616  -0.207
5 C 4.10237 0.94686 -3.22654  -0.594
6 O 5.04628 0.88848 -4.06726  -0.077
7 O 2.97611 1.55438 -3.60920  -0.147
8 N 3.08299 -0.52124 -1.38028  -0.126
9 F 3.25649 -1.09106 -0.13420  -0.036
10 C 2.68275 -1.50633 -2.41111  -0.144
11 C 2.32898 -2.95303 -1.81278  -0.157
12 C 0.85961 -3.05182 -1.20315  -0.093
13 C 0.27581 -1.70054 -0.64408  -0.413
14 O 0.47788 -1.43444 0.54921  0.053
15 O -0.45015 -0.91876 -1.55287  -0.046
16 C -0.70466 0.41854 -1.06817  -0.212
17 C 0.59244 1.31909 -0.90658  -0.066
18 H 6.07992 0.18276 2.28170  0.021
19 H 6.44053 -0.05157 -2.22244  0.102
20 H 5.43576 -1.52042 -1.57146  0.108
21 H 4.22761 1.20546 -1.05241  0.153
22 H 1.74820 -1.08426 -2.91325  0.130
23 H 3.44679 -1.68582 -3.22534  0.130
24 H 2.34589 -3.64924 -2.71884  0.109
25 H 3.14556 -3.35117 -1.13037  0.112
26 H 0.84679 -3.88618 -0.43279  0.121
27 H 0.17094 -3.39340 -2.04014  0.116
28 H -1.34117 0.92824 -1.86774  0.105
29 H -1.31120 0.46846 -0.11754  0.099
30 H 1.18084 1.24433 -1.88097  0.067
31 H 1.28770 0.89034 -0.11132  0.073
32 H 0.38767 2.39593 -0.64453  0.082
33 C 7.32435 -1.28389 5.18818  -0.159
34 O 6.57764 -0.24164 4.57801  -0.140
35 H 8.19914 -1.49327 4.57385  0.080
36 H 7.64887 -0.97270 6.18487  0.072
37 H 6.71062 -2.18546 5.26152  0.075
38 H 5.80991 -0.07410 5.13789  0.081
39 C 3.54607 4.08650 -6.24765  -0.173
40 O 4.88813 4.27792 -5.82603  -0.138
41 H 3.05168 5.05767 -6.29982  0.067
42 H 3.53184 3.62010 -7.23722  0.070
43 H 3.02256 3.45101 -5.52794  0.060
44 H 5.30016 3.40450 -5.78718  0.071
45 C -2.85490 -1.90926 2.36139  -0.150
46 O -1.98591 -1.10247 3.15341  -0.145
47 H -3.84809 -1.89778 2.80633  0.068
48 H -2.90818 -1.50664 1.34605  0.081
49 H -2.48227 -2.93337 2.33701  0.081
50 H -1.11286 -1.13150 2.73639  0.070
51 C 0.78777 -1.26444 5.60535  -0.160
52 O 1.19212 -0.01319 5.06814  -0.124
53 H 1.52920 -1.58794 6.33555  0.075
54 H -0.18271 -1.15781 6.09754  0.067
55 H 0.72176 -2.00551 4.80476  0.077
56 H 0.52290 0.25239 4.42577  0.065
57 C -2.40482 2.78061 2.52586  -0.151
58 O -2.60346 1.89273 1.43653  -0.135
59 H -1.77895 3.60786 2.19328  0.082
60 H -3.36797 3.17043 2.86702  0.073
61 H -1.90536 2.25589 3.34468  0.070
62 H -3.15830 1.16674 1.74708  0.064
63 C -3.90240 -1.45780 6.70107  -0.162
64 O -3.42189 -2.36546 5.72180  -0.135
65 H -4.41736 -2.02154 7.47880  0.075
66 H -3.06456 -0.91348 7.14509  0.072
67 H -4.60230 -0.75365 6.24277  0.076
68 H -2.97045 -1.84272 5.04511  0.036
69 C -0.89328 3.71215 -3.62800  -0.163
70 O -0.04629 4.53196 -2.83599  -0.134
71 H -1.89789 3.72967 -3.20440  0.070
72 H -0.92524 4.09596 -4.65130  0.074
73 H -0.51663 2.68593 -3.62599  0.072
74 H 0.83425 4.49775 -3.23143  0.077
75 C -4.13559 0.44063 -2.98048  -0.164
76 O -3.29369 -0.31282 -3.84329  -0.125
77 H -4.96699 0.83871 -3.55863  0.055
78 H -4.52261 -0.20673 -2.18769  0.077
79 H -3.56913 1.26849 -2.54498  0.064
80 H -2.56548 -0.65394 -3.30749  0.056
81 C -7.56813 3.20391 -4.00978  -0.158
82 O -6.25069 2.84069 -3.62306  -0.133
83 H -7.76616 2.79790 -5.00105  0.079
84 H -8.29009 2.79142 -3.29982  0.074
85 H -7.65840 4.29294 -4.04121  0.074
86 H -6.09918 3.21036 -2.74488  0.082
87 C -4.60989 -5.46794 1.74952  -0.150
88 O -4.66107 -4.17019 2.32571  -0.144
89 H -4.21035 -5.38675 0.73928  0.081
90 H -3.95775 -6.11219 2.34502  0.077
91 H -5.61546 -5.89477 1.70661  0.073
92 H -5.01679 -4.26756 3.21766  0.084